[1]
{
  "formula": "C21H26N4O3",
  "method": "ωB97M-V with the def2-TZVPD basis set",
  "symbols": ["C", "C", "C", "C", "C", "C", "C", "C", "C", "O", "N", "C", "C", "O", "N", "O", "C", "C", "H", "H", "H", "H", "H", "H", "H", "H", "H", "H", "H", "H", "H", "H", "H", "H", "C", "C", "C", "N", "C", "H", "H", "H", "H", "H", "C", "C", "C", "N", "C", "H", "H", "H", "H", "H"],
  "xyz": [[-1.924, -2.290, 1.854], [-1.046, -1.617, 0.681], [0.292, -0.962, 1.107], [1.231, -0.303, 0.057], [0.886, -0.251, -1.444], [1.748, 0.345, -2.629], [2.698, 1.575, -2.316], [3.879, 1.494, -1.239], [4.470, 2.996, -1.502], [5.639, 3.316, -1.194], [3.382, 3.847, -2.089], [2.070, 3.069, -2.126], [1.430, 3.458, -0.693], [2.013, 4.758, -0.302], [1.121, 5.758, -0.514], [1.100, 6.500, 0.422], [-0.481, -0.923, -1.848], [-1.432, -1.606, -0.817], [-2.888, -1.653, 1.913], [-1.315, -2.240, 2.831], [-2.235, -3.364, 1.606], [0.610, -0.957, 2.207], [2.214, 0.126, 0.425], [2.386, -0.502, -3.086], [1.019, 0.671, -3.464], [3.291, 1.696, -3.307], [3.647, 1.565, -0.123], [4.641, 0.641, -1.348], [3.779, 3.962, -3.043], [1.447, 3.301, -3.071], [0.305, 3.579, -0.825], [1.744, 2.735, 0.127], [-0.818, -0.963, -2.941], [-2.403, -2.116, -1.157], [-6.475, 0.848, -1.376], [-5.385, 0.111, -0.849], [-4.308, 0.329, -1.672], [-4.708, 1.166, -2.679], [-6.027, 1.492, -2.503], [-7.476, 0.902, -0.974], [-5.389, -0.510, 0.035], [-3.294, -0.039, -1.630], [-4.124, 1.492, -3.431], [-6.531, 2.151, -3.193], [1.806, -4.184, 5.574], [2.017, -3.642, 4.281], [0.999, -4.093, 3.478], [0.184, -4.890, 4.236], [0.666, -4.947, 5.516], [2.420, -4.031, 6.449], [2.825, -2.994, 3.973], [0.786, -3.917, 2.434], [-0.642, -5.361, 3.904], [0.158, -5.524, 6.274]],
  "atomic_forces_ev_per_a": [[0.1, 1.0, -1.1], [2.4, 1.0, -1.3], [-0.9, 0.1, -3.6], [-2.6, -1.3, -1.0], [-3.1, -1.9, 2.1], [-0.3, -0.3, 0.4], [0.1, -0.3, -0.4], [0.2, 1.6, -0.1], [1.8, -0.9, 1.3], [-4.3, -0.4, -1.6], [2.1, -1.5, -1.0], [2.0, -1.0, 0.2], [0.0, 0.1, -1.6], [-0.5, -1.8, 0.8], [-1.0, 1.3, 1.6], [0.3, -0.6, -1.6], [0.4, -0.4, 3.3], [3.4, 1.5, 1.0], [1.5, -1.1, 0.3], [-1.2, -0.1, -1.5], [0.6, 1.5, 0.3], [-0.6, -0.1, -1.9], [-1.5, -0.6, -0.6], [-0.9, 1.3, 0.8], [1.1, -0.5, 1.3], [-1.0, -0.2, 1.4], [-0.3, -0.4, -1.5], [-1.1, 1.6, -0.2], [-0.7, 0.5, 0.6], [0.9, 0.1, 1.8], [1.5, -0.4, 0.6], [-0.7, 1.0, -1.2], [0.7, 0.2, 1.7], [1.7, 0.9, 0.5], [-0.1, 0.2, -0.2], [0.2, -0.1, 0.0], [0.1, -0.1, 0.0], [-0.1, 0.0, 0.1], [-0.1, 0.0, 0.0], [0.1, 0.0, 0.0], [0.0, 0.1, -0.1], [-0.1, 0.1, 0.0], [-0.1, -0.1, 0.2], [0.0, -0.1, 0.1], [-0.2, -0.1, 0.2], [-0.1, 0.1, -0.2], [0.0, 0.0, -0.1], [0.0, 0.1, 0.0], [0.0, 0.0, 0.1], [-0.1, 0.0, -0.1], [-0.1, -0.1, 0.0], [0.1, 0.0, 0.1], [0.2, 0.1, 0.1], [0.1, 0.1, -0.1]],
  "total_energy_ev": -34292.485,
  "charge": 0,
  "max_force_ha_per_bohr": 0.0898,
  "homo_energy_ev": -8.39,
  "lumo_ev": 0.194,
  "homo_lumo_gap_ha": 0.3156
}

[2]
{
  "formula": "C21H26N4O3",
  "method": "ωB97M-V with the def2-TZVPD basis set",
  "symbols": ["C", "O", "C", "C", "C", "C", "C", "C", "O", "N", "C", "C", "C", "N", "N", "C", "C", "C", "N", "C", "O", "C", "C", "C", "C", "C", "C", "C", "H", "H", "H", "H", "H", "H", "H", "H", "H", "H", "H", "H", "H", "H", "H", "H", "H", "H", "H", "H", "H", "H", "H", "H", "H", "H"],
  "xyz": [[-3.254, -3.995, -0.334], [-2.730, -2.956, -1.125], [-2.768, -1.685, -0.637], [-3.198, -1.330, 0.636], [-3.217, 0.003, 1.013], [-2.818, 1.006, 0.142], [-2.910, 2.457, 0.537], [-1.824, 3.307, -0.107], [-2.077, 4.103, -0.991], [-0.565, 3.128, 0.356], [-0.186, 2.201, 1.401], [1.282, 1.796, 1.246], [1.599, 1.598, -0.243], [2.926, 1.051, -0.403], [3.989, 1.855, -0.534], [5.046, 1.070, -0.546], [4.687, -0.276, -0.409], [3.311, -0.250, -0.310], [2.391, -1.272, -0.142], [2.711, -2.572, 0.150], [3.848, -2.959, 0.295], [1.544, -3.490, 0.290], [0.225, -3.050, 0.876], [0.316, -3.379, -0.575], [1.477, 2.940, -0.980], [0.525, 3.878, -0.232], [-2.372, 0.641, -1.126], [-2.339, -0.682, -1.508], [-4.307, -3.820, -0.090], [-3.172, -4.896, -0.939], [-2.683, -4.126, 0.590], [-3.530, -2.077, 1.341], [-3.562, 0.262, 2.004], [-3.864, 2.859, 0.181], [-2.882, 2.563, 1.624], [-0.811, 1.308, 1.333], [-0.341, 2.656, 2.390], [1.951, 2.559, 1.644], [1.464, 0.874, 1.801], [0.876, 0.885, -0.662], [6.026, 1.490, -0.653], [5.316, -1.138, -0.378], [1.417, -1.028, -0.246], [1.878, -4.489, 0.538], [-0.273, -3.745, 1.535], [0.100, -2.020, 1.178], [0.256, -2.579, -1.298], [-0.130, -4.295, -0.927], [2.468, 3.389, -1.041], [1.114, 2.767, -1.994], [0.088, 4.607, -0.916], [1.054, 4.415, 0.561], [-2.065, 1.408, -1.821], [-2.007, -0.969, -2.494]],
  "atomic_forces_ev_per_a": [[-0.1, -0.2, 0.1], [0.1, 0.3, -0.2], [0.0, 0.1, 0.0], [0.0, -0.4, -0.1], [0.1, 0.2, -0.2], [-0.1, -0.1, 0.1], [-0.1, 0.1, -0.2], [-0.2, -0.1, 0.3], [-0.3, 0.2, -0.3], [0.2, 0.0, -0.1], [0.0, -0.2, 0.4], [-0.2, -0.1, -0.2], [-0.2, 0.3, 0.4], [0.2, -0.8, -0.1], [0.3, 0.7, -0.1], [-0.4, -0.1, 0.1], [-0.2, -0.2, 0.0], [0.6, 0.2, -0.1], [-0.4, 0.4, -0.1], [-0.2, -0.2, 0.1], [0.1, 0.0, 0.0], [0.1, -0.3, 0.1], [-0.1, 0.0, 0.1], [0.0, 0.0, -0.1], [-0.1, 0.1, 0.0], [0.1, 0.1, -0.3], [0.0, -0.1, 0.1], [0.0, -0.3, 0.0], [0.0, 0.0, 0.0], [0.0, 0.0, 0.1], [0.0, 0.0, 0.0], [0.0, -0.1, 0.0], [0.0, 0.0, 0.1], [0.1, 0.1, 0.1], [0.0, 0.0, 0.0], [0.1, 0.1, 0.1], [0.0, -0.1, 0.0], [0.1, 0.0, 0.0], [0.0, 0.0, 0.0], [0.1, 0.1, 0.0], [0.2, 0.1, 0.0], [0.1, -0.2, 0.0], [0.1, -0.1, 0.0], [0.0, 0.1, 0.0], [0.0, -0.1, 0.0], [0.0, 0.1, 0.0], [0.0, 0.1, 0.0], [0.0, -0.1, 0.0], [-0.1, 0.0, -0.1], [0.0, 0.0, 0.0], [0.1, 0.0, 0.2], [0.0, 0.0, 0.0], [0.1, 0.1, -0.1], [0.0, 0.0, -0.1]],
  "total_energy_ev": -34301.602,
  "charge": 0,
  "max_force_ha_per_bohr": 0.0154,
  "homo_energy_ev": -8.46,
  "lumo_ev": 0.463,
  "homo_lumo_gap_ha": 0.3278
}

[3]
{
  "formula": "C21H26N4O3S",
  "method": "ωB97M-V with the def2-TZVPD basis set",
  "symbols": ["C", "O", "C", "C", "N", "C", "S", "C", "C", "O", "N", "C", "C", "C", "C", "C", "C", "N", "C", "C", "N", "C", "C", "C", "C", "C", "C", "C", "O", "H", "H", "H", "H", "H", "H", "H", "H", "H", "H", "H", "H", "H", "H", "H", "H", "H", "H", "H", "H", "H", "H", "H", "H", "H", "H"],
  "xyz": [[3.088, 2.364, -1.944], [4.187, 2.842, -1.195], [4.957, 1.865, -0.553], [4.412, 1.383, 0.805], [3.346, 0.402, 0.694], [2.055, 0.681, 1.035], [1.667, 2.313, 1.547], [-0.132, 2.117, 1.630], [-0.638, 1.647, 0.267], [-0.007, 1.874, -0.748], [-1.816, 0.991, 0.259], [-2.616, 0.792, 1.451], [-4.091, 0.499, 1.177], [-4.767, 1.538, 0.279], [-4.655, 1.207, -1.208], [-3.233, 1.302, -1.750], [-2.237, 0.412, -1.003], [1.072, -0.160, 1.014], [1.359, -1.406, 0.573], [2.644, -1.784, 0.195], [2.641, -3.096, -0.201], [1.370, -3.579, -0.090], [0.871, -4.845, -0.375], [-0.473, -5.068, -0.167], [-1.315, -4.061, 0.316], [-0.832, -2.805, 0.602], [0.523, -2.549, 0.399], [3.747, -0.879, 0.268], [4.916, -1.124, 0.017], [3.376, 1.498, -2.552], [2.793, 3.181, -2.600], [2.233, 2.097, -1.319], [5.923, 2.341, -0.362], [5.117, 0.996, -1.204], [4.055, 2.238, 1.379], [5.237, 0.897, 1.336], [-0.350, 1.408, 2.424], [-0.524, 3.106, 1.872], [-2.569, 1.705, 2.053], [-2.198, -0.030, 2.050], [-4.215, -0.494, 0.743], [-4.586, 0.485, 2.151], [-4.335, 2.522, 0.469], [-5.827, 1.588, 0.537], [-5.289, 1.895, -1.771], [-5.038, 0.197, -1.375], [-3.237, 1.010, -2.801], [-2.878, 2.332, -1.693], [-2.653, -0.581, -0.829], [-1.332, 0.308, -1.606], [3.455, -3.596, -0.516], [1.519, -5.625, -0.746], [-0.888, -6.041, -0.380], [-2.361, -4.283, 0.466], [-1.475, -2.026, 0.980]],
  "atomic_forces_ev_per_a": [[-0.2, -0.1, 0.0], [0.0, 0.2, 0.1], [0.1, -0.1, 0.2], [0.5, 0.3, -0.3], [-0.2, -0.3, -0.1], [-0.7, -0.1, 0.3], [-0.1, 0.5, 0.2], [0.6, -0.2, -0.1], [-0.1, 0.2, 0.1], [0.0, 0.2, -0.3], [-0.3, -0.1, -0.1], [-0.1, -0.2, 0.4], [0.2, 0.3, 0.0], [-0.2, -0.3, -0.1], [0.2, 0.3, 0.0], [-0.1, -0.3, 0.0], [0.1, 0.1, -0.5], [0.0, 0.0, 0.1], [1.2, -0.2, -0.3], [-0.7, 0.4, 0.2], [0.5, -0.1, -0.1], [-0.5, 0.2, 0.2], [0.0, -0.2, 0.0], [0.2, -0.1, -0.1], [-0.2, 0.1, 0.1], [0.0, -0.1, 0.0], [0.2, -0.4, -0.2], [-0.1, -0.2, 0.0], [0.1, -0.1, 0.0], [0.0, 0.0, 0.0], [-0.1, -0.1, 0.0], [0.0, 0.0, 0.0], [0.0, -0.1, 0.0], [0.0, 0.1, 0.1], [0.1, -0.1, 0.0], [-0.1, 0.1, 0.0], [-0.1, 0.1, -0.1], [0.0, 0.0, 0.0], [0.0, -0.1, 0.0], [0.0, 0.1, 0.1], [0.0, -0.1, 0.0], [0.1, -0.1, 0.0], [0.0, 0.1, 0.0], [0.0, 0.1, 0.0], [-0.1, -0.1, 0.0], [-0.1, 0.0, 0.0], [0.0, 0.0, -0.1], [0.1, 0.0, -0.1], [0.0, 0.0, 0.0], [-0.2, -0.1, 0.1], [-0.1, 0.0, 0.0], [0.0, -0.1, 0.0], [0.0, -0.1, 0.0], [-0.1, 0.0, 0.0], [-0.1, 0.1, 0.0]],
  "total_energy_ev": -45138.523,
  "charge": 0,
  "max_force_ha_per_bohr": 0.0242,
  "homo_energy_ev": -7.77,
  "lumo_ev": 0.486,
  "homo_lumo_gap_ha": 0.3035
}

[4]
{
  "formula": "C21H26N4O4",
  "method": "ωB97M-V with the def2-TZVPD basis set",
  "symbols": ["C", "C", "C", "C", "N", "C", "O", "C", "N", "C", "N", "C", "C", "O", "N", "C", "C", "C", "O", "O", "C", "C", "C", "C", "C", "C", "C", "C", "C", "H", "H", "H", "H", "H", "H", "H", "H", "H", "H", "H", "H", "H", "H", "H", "H", "H", "H", "H", "H", "H", "H", "H", "H", "H", "H"],
  "xyz": [[-4.647, -1.166, 1.611], [-3.374, -0.875, 0.822], [-2.564, 0.247, 1.471], [-1.297, 0.543, 0.663], [-1.649, 0.873, -0.695], [-1.403, 2.033, -1.319], [-1.911, 2.347, -2.389], [-0.474, 3.001, -0.682], [-0.786, 4.330, -0.716], [0.280, 5.013, -0.243], [1.258, 4.217, 0.075], [0.824, 2.948, -0.201], [1.730, 1.801, -0.042], [1.418, 0.636, -0.235], [2.969, 2.169, 0.340], [3.997, 1.178, 0.573], [3.955, 0.670, 2.012], [3.797, 0.066, -0.473], [3.874, 0.276, -1.654], [3.674, -1.133, 0.087], [3.394, -2.230, -0.782], [1.936, -2.606, -0.724], [1.304, -2.731, 0.506], [-0.025, -3.108, 0.573], [-0.731, -3.372, -0.589], [-0.109, -3.234, -1.818], [1.218, -2.846, -1.886], [-2.407, -0.155, -1.377], [-3.693, -0.473, -0.619], [-4.407, -1.459, 2.630], [-5.209, -1.971, 1.144], [-5.282, -0.283, 1.649], [-2.755, -1.778, 0.802], [-2.280, -0.030, 2.487], [-3.177, 1.150, 1.525], [-0.756, 1.375, 1.112], [-0.639, -0.331, 0.653], [-1.645, 4.695, -1.097], [0.303, 6.080, -0.140], [3.145, 3.153, 0.478], [4.967, 1.640, 0.357], [4.740, -0.061, 2.178], [4.090, 1.503, 2.699], [2.993, 0.203, 2.205], [3.684, -1.962, -1.802], [4.015, -3.060, -0.426], [1.860, -2.527, 1.408], [-0.509, -3.205, 1.535], [-1.765, -3.684, -0.539], [-0.660, -3.425, -2.728], [1.698, -2.731, -2.847], [-2.628, 0.210, -2.381], [-1.779, -1.049, -1.445], [-4.222, -1.279, -1.130], [-4.340, 0.407, -0.616]],
  "atomic_forces_ev_per_a": [[0.3, -0.1, -0.1], [-0.4, 0.3, 0.1], [0.2, -0.2, -0.2], [0.0, 0.0, 0.6], [0.0, -0.1, -0.1], [-0.1, -0.1, -0.1], [-0.1, 0.2, -0.1], [0.6, -0.1, 0.1], [-0.1, -0.2, 0.0], [0.0, 0.1, 0.0], [0.3, 0.1, 0.1], [-1.0, 0.3, -0.2], [0.2, 0.1, 0.1], [-0.2, -0.1, 0.0], [0.3, 0.1, 0.0], [-0.3, -0.2, 0.2], [0.1, 0.1, -0.2], [0.5, 0.5, -0.4], [0.0, -0.1, 0.1], [0.0, -0.3, 0.4], [0.1, -0.2, -0.4], [0.1, 0.1, 0.0], [0.0, 0.0, 0.0], [0.0, 0.0, 0.1], [-0.1, -0.1, -0.1], [-0.1, -0.1, 0.0], [0.1, 0.0, 0.1], [-0.4, 0.0, -0.4], [0.4, -0.2, 0.1], [0.0, 0.0, 0.1], [-0.1, -0.1, 0.0], [-0.1, 0.1, 0.0], [0.0, 0.0, 0.0], [0.0, 0.0, 0.1], [-0.1, 0.1, 0.1], [0.0, -0.2, 0.0], [0.0, 0.1, 0.0], [0.1, 0.0, 0.0], [-0.1, 0.2, 0.0], [0.0, -0.1, 0.0], [-0.2, -0.1, 0.0], [0.1, -0.1, 0.1], [0.0, 0.1, 0.0], [-0.1, 0.0, 0.0], [0.0, -0.1, 0.2], [-0.1, 0.2, -0.1], [0.0, 0.0, 0.1], [0.0, 0.0, 0.1], [-0.1, 0.0, 0.0], [0.0, 0.0, -0.1], [0.1, 0.0, -0.1], [0.1, -0.1, 0.1], [0.0, 0.1, 0.0], [-0.1, 0.0, 0.0], [-0.1, 0.0, 0.0]],
  "total_energy_ev": -36351.593,
  "charge": 0,
  "max_force_ha_per_bohr": 0.0199,
  "homo_energy_ev": -8.94,
  "lumo_ev": 0.743,
  "homo_lumo_gap_ha": 0.3560
}

[5]
{
  "formula": "C21H26N6O5",
  "method": "ωB97M-V with the def2-TZVPD basis set",
  "symbols": ["C", "O", "C", "C", "C", "N", "C", "O", "C", "C", "C", "N", "N", "C", "C", "C", "C", "N", "C", "C", "O", "C", "C", "N", "N", "C", "C", "O", "C", "C", "O", "C", "H", "H", "H", "H", "H", "H", "H", "H", "H", "H", "H", "H", "H", "H", "H", "H", "H", "H", "H", "H", "H", "H", "H", "H", "H", "H"],
  "xyz": [[-3.333, -3.691, 0.023], [-4.299, -2.792, -0.461], [-4.082, -1.459, -0.290], [-2.992, -0.923, 0.379], [-2.869, 0.457, 0.514], [-1.753, 0.923, 1.209], [-1.304, 2.190, 1.351], [-1.844, 3.191, 0.925], [0.008, 2.262, 2.136], [1.210, 1.768, 1.319], [1.374, 0.293, 1.325], [0.496, -0.623, 1.676], [1.021, -1.837, 1.543], [2.253, -1.684, 1.106], [3.295, -2.582, 0.797], [4.473, -2.062, 0.372], [4.636, -0.636, 0.240], [5.829, -0.085, -0.101], [6.833, -0.753, -0.903], [6.668, -0.335, -2.373], [6.759, 1.061, -2.516], [5.785, 1.723, -1.739], [5.926, 1.356, -0.258], [3.659, 0.202, 0.526], [2.519, -0.334, 0.955], [-3.828, 1.305, -0.019], [-4.916, 0.777, -0.705], [-5.892, 1.546, -1.271], [-5.767, 2.946, -1.196], [-5.054, -0.611, -0.845], [-6.082, -1.188, -1.559], [-7.378, -0.987, -1.036], [-3.230, -3.628, 1.112], [-3.694, -4.682, -0.248], [-2.355, -3.522, -0.440], [-2.230, -1.555, 0.806], [-1.131, 0.186, 1.555], [-0.080, 1.678, 3.053], [0.166, 3.309, 2.393], [2.134, 2.198, 1.718], [1.118, 2.114, 0.284], [3.132, -3.640, 0.914], [5.297, -2.718, 0.152], [6.769, -1.834, -0.816], [7.816, -0.427, -0.546], [7.465, -0.759, -2.987], [5.693, -0.692, -2.743], [5.946, 2.790, -1.894], [4.776, 1.452, -2.084], [5.145, 1.830, 0.332], [6.912, 1.666, 0.102], [-3.700, 2.366, 0.099], [-6.625, 3.344, -1.736], [-4.845, 3.293, -1.671], [-5.794, 3.297, -0.160], [-8.050, -1.538, -1.691], [-7.653, 0.071, -1.034], [-7.456, -1.383, -0.017]],
  "atomic_forces_ev_per_a": [[0.2, -0.1, 0.1], [-0.2, 0.4, -0.1], [-0.3, 0.1, -0.1], [0.1, -0.1, 0.0], [-0.5, 0.0, -0.3], [0.1, -0.3, 0.1], [0.3, -0.1, 0.4], [-0.1, 0.3, -0.1], [0.0, 0.1, -0.1], [0.0, 0.1, 0.0], [0.4, 0.2, -0.1], [-0.1, 0.6, 0.1], [0.3, -1.1, 0.0], [-0.2, 0.7, 0.0], [0.4, 0.2, -0.2], [-0.3, -0.4, 0.1], [-0.8, 0.3, 0.4], [0.3, 0.1, 0.1], [0.0, -0.1, -0.5], [0.1, -0.3, 0.2], [0.1, 0.0, -0.1], [-0.1, 0.1, 0.4], [-0.1, 0.4, -0.2], [0.8, 0.5, -0.4], [-0.7, -1.2, 0.3], [0.0, 0.3, 0.0], [-0.1, -0.4, -0.1], [0.2, -0.5, 0.0], [0.0, 0.3, 0.0], [-0.3, -0.1, -0.1], [0.5, 0.3, 0.0], [-0.3, 0.0, 0.1], [0.0, 0.0, 0.0], [0.1, 0.0, 0.0], [0.0, 0.0, 0.0], [0.1, -0.1, 0.0], [-0.1, 0.2, 0.0], [0.0, 0.0, 0.1], [-0.1, -0.1, 0.0], [-0.1, 0.0, -0.1], [0.1, 0.0, 0.0], [0.0, -0.1, 0.0], [0.0, -0.1, 0.0], [0.0, 0.0, 0.0], [0.0, -0.1, 0.0], [-0.1, -0.1, 0.0], [0.1, 0.0, 0.0], [-0.1, 0.0, 0.0], [0.1, 0.0, 0.0], [0.2, 0.1, 0.0], [-0.1, 0.0, 0.0], [0.0, 0.1, 0.0], [0.1, 0.0, 0.0], [0.0, 0.0, 0.0], [0.0, 0.0, 0.0], [0.0, 0.0, 0.1], [0.0, -0.1, 0.0], [0.0, 0.0, -0.1]],
  "total_energy_ev": -41375.087,
  "charge": 0,
  "max_force_ha_per_bohr": 0.0280,
  "homo_energy_ev": -7.40,
  "lumo_ev": -0.209,
  "homo_lumo_gap_ha": 0.2641
}